(1)
The following is a DFT calculation (ωB97M-V with the def2-TZVPD basis set) of a molecular structure, C13H23N4O2P2Sr.

Its total charge is +1. The HOMO-LUMO gap (spin up / spin down) comes out at 0.230 / 0.171 hartree. The value obtained for the HOMO energy (spin up / spin down) is -10.174 / -9.411 eV. For the lowest unoccupied orbital energy (spin up / spin down), the calculation gives -3.912 / -4.746 eV.

XYZ file:
```
45
Properties=species:S:1:pos:R:3:forces:R:3
Sr -0.2752 -1.2059 0.2640 -1.159 -0.814 0.701
P -2.7020 0.5963 0.6969 -0.640 0.005 -0.164
C -2.0647 1.9849 -0.2076 0.326 1.004 -1.773
C -0.6929 2.3560 -0.2678 0.810 -0.940 -1.430
N 0.2461 1.3463 -0.0678 0.735 0.583 0.623
C 1.5448 1.6918 0.0637 -0.066 0.049 1.181
C 1.9028 3.0319 0.1606 -0.024 0.657 -0.703
C 1.0063 4.0267 -0.2604 0.287 -0.243 -0.170
C -0.2625 3.6465 -0.6940 -0.500 0.476 1.523
C 2.6885 0.7158 0.4911 -0.448 0.758 -0.320
P 2.6233 -1.0716 -0.0014 1.008 0.926 0.451
H -0.9933 4.4166 -1.0189 0.528 -0.775 0.221
H 2.9100 3.2716 0.4895 -0.201 0.150 -0.106
H 1.3092 5.0820 -0.2258 -0.154 -0.541 -0.260
H 3.6394 1.1269 0.0806 -0.597 -0.192 0.380
H 2.7519 0.8073 1.5932 -0.021 -0.221 -0.441
H -1.6592 -0.5670 -4.4925 -0.976 0.079 0.949
H -2.6642 2.5823 -0.9222 -0.124 -0.349 0.814
H 0.7541 -2.6311 -3.4642 -0.860 -0.868 -1.243
O -2.4759 -0.5223 -3.9285 0.706 0.074 -1.712
H -3.1510 -0.3973 -4.6313 0.290 -0.118 0.814
H 0.5244 -2.3229 -1.7840 -1.236 -0.232 0.630
O 1.1180 -2.2112 -2.6876 3.847 -0.593 0.708
H 2.0018 -2.7665 -2.3920 -1.959 1.192 -1.030
C 3.4799 -0.8697 -1.5960 0.489 0.076 -0.358
H 4.4712 -0.4352 -1.3889 -0.284 -0.180 -0.144
H 3.6380 -1.8542 -2.0662 0.084 0.456 -0.029
H 2.9467 -0.1824 -2.2721 0.068 -0.458 0.169
C 4.0040 -1.7085 1.0205 -0.003 -0.420 0.113
H 3.9148 -2.8048 0.9893 0.250 0.296 0.254
H 4.9847 -1.4198 0.6143 -0.348 -0.018 0.110
H 3.9345 -1.3579 2.0640 -0.099 -0.275 -0.422
C -2.9986 1.5867 2.2379 -0.226 -0.112 -0.072
H -3.9068 2.1572 1.9927 0.434 0.228 0.407
H -3.1678 1.0172 3.1625 0.128 0.008 -0.433
H -2.1022 2.2334 2.3329 -0.726 -0.256 0.171
C -4.3509 0.3859 -0.1458 0.000 -0.047 0.504
H -4.8797 -0.4801 0.2782 0.221 0.228 -0.091
H -4.9686 1.2766 0.0468 0.186 -0.233 -0.253
H -4.2314 0.2090 -1.2299 0.120 0.180 0.532
N -0.9131 -3.2472 1.4747 -0.232 0.395 0.679
C -1.3394 -3.5076 2.5559 0.110 -0.318 0.009
N -1.7447 -3.6746 3.7445 0.567 1.089 -1.131
C -2.2074 -4.7288 4.3532 -1.207 -2.322 1.860
N -2.6429 -5.5823 5.0379 0.897 1.618 -1.518
```
Positions in Å, forces in eV/Å.


(2)
The following is a DFT calculation (ωB97M-V with the def2-TZVPD basis set) of a molecular structure, C29H32IrN2O5P.

Its total charge is +2. The HOMO-LUMO gap comes out at 0.204 hartree. The value obtained for the HOMO energy is -13.234 eV. For the lowest unoccupied orbital energy, the calculation gives -7.683 eV.

XYZ file:
```
70
Properties=species:S:1:pos:R:3:forces:R:3
Ir -0.3040 0.2627 0.1482 0.600 0.071 0.151
O 2.5804 7.0514 -3.1194 -0.078 0.015 0.032
C 2.8855 5.7872 -2.8005 0.079 0.025 0.046
O 3.9201 5.2935 -3.1356 -0.049 -0.003 -0.016
C 1.8753 4.9933 -2.0034 0.001 -0.040 -0.014
C 0.5207 5.3014 -1.9370 0.008 0.004 0.015
C -0.3563 4.4750 -1.2519 0.066 -0.005 -0.010
C 0.1421 3.3415 -0.6221 -0.016 0.051 0.042
C 1.4955 3.0241 -0.6792 0.006 0.065 -0.027
C 2.3581 3.8507 -1.3707 -0.002 0.003 0.029
N -0.7039 2.4131 0.0392 -0.592 -0.230 0.084
C -1.8250 2.7061 0.5818 0.040 -0.220 0.141
C -2.6234 1.6018 1.1486 0.268 0.137 -0.130
C -3.8932 1.7706 1.6540 0.035 -0.019 0.003
C -4.5926 0.6595 2.1200 0.034 0.000 -0.015
C -3.9910 -0.5826 2.0630 0.008 0.022 0.018
C -2.7076 -0.6951 1.5469 0.013 0.093 -0.054
N -2.0343 0.3724 1.1100 -0.074 -0.104 -0.135
H 1.7838 7.3648 -2.6736 0.059 0.003 -0.031
H 0.1158 6.1651 -2.4492 0.001 -0.007 -0.031
H -1.4145 4.6999 -1.2531 -0.024 -0.023 -0.011
H 1.8745 2.1464 -0.1637 -0.008 -0.010 -0.008
H 3.4133 3.6271 -1.4444 0.002 -0.004 -0.019
H -2.2054 3.7219 0.6470 0.001 0.024 -0.011
H -4.3354 2.7569 1.6704 0.003 0.019 0.007
H -5.5939 0.7720 2.5118 -0.008 -0.006 0.013
H -4.4971 -1.4723 2.4094 -0.012 -0.003 -0.013
H -2.1977 -1.6438 1.4714 -0.034 -0.008 -0.006
C -0.1322 -2.7158 4.6769 0.001 -0.007 -0.010
C -0.2204 -1.6265 3.6408 0.052 0.002 0.060
O 0.1657 -2.1937 2.3467 0.047 0.069 -0.149
P 0.8558 -1.3801 1.1820 -0.097 0.290 0.051
O 1.9601 -0.3966 1.7308 -0.056 -0.113 0.175
C 3.3205 -0.7721 2.1736 -0.037 0.014 -0.117
C 3.3078 -1.4969 3.4937 0.029 0.033 -0.012
O 1.6427 -2.4475 0.3757 -0.029 0.058 0.007
C 1.4622 -3.9003 0.2600 0.066 -0.087 0.031
C 2.6397 -4.6025 0.8824 -0.001 0.028 -0.025
H -0.5418 -2.3502 5.6180 0.014 0.010 0.022
H 0.8990 -3.0196 4.8469 0.009 -0.004 -0.011
H -0.7081 -3.5879 4.3701 -0.025 0.007 0.001
H 0.4450 -0.7924 3.8607 0.000 0.008 0.021
H -1.2375 -1.2471 3.5495 0.000 -0.014 -0.009
H 3.8359 0.1819 2.2399 -0.011 -0.009 -0.004
H 3.7573 -1.3624 1.3704 0.043 -0.020 0.046
H 2.7752 -0.9260 4.2533 0.010 0.028 0.018
H 4.3374 -1.6132 3.8335 0.001 -0.031 -0.008
H 2.8693 -2.4901 3.4107 -0.034 -0.028 -0.010
H 1.3883 -4.0829 -0.8094 -0.017 -0.013 0.024
H 0.5247 -4.1749 0.7424 0.071 -0.009 0.016
H 3.5739 -4.2837 0.4223 -0.001 0.004 -0.006
H 2.5353 -5.6760 0.7252 -0.005 -0.010 -0.011
H 2.6868 -4.4251 1.9558 -0.002 0.015 0.028
C -1.4910 0.3137 -5.2123 0.010 -0.071 0.026
C -1.2918 1.2427 -4.1718 -0.004 0.012 0.024
C -1.0957 0.8239 -2.8868 0.030 0.016 0.016
C -1.0892 -0.5542 -2.5456 0.068 -0.104 -0.010
C -0.8546 -1.0834 -1.2287 -0.211 -0.256 -0.195
C -0.9894 -2.4372 -1.0086 -0.184 0.275 0.160
C -1.2852 -3.3356 -2.0460 -0.028 0.029 -0.126
C -1.4222 -2.8663 -3.3210 0.020 -0.072 0.084
C -1.3309 -1.4853 -3.5963 -0.020 0.033 -0.051
C -1.5149 -1.0178 -4.9232 0.003 0.073 0.022
H -1.6321 0.6592 -6.2266 -0.004 0.002 -0.008
H -1.2952 2.3013 -4.3956 0.006 0.011 0.006
H -0.9541 1.5776 -2.1276 0.039 0.013 -0.011
H -0.8935 -2.8375 -0.0042 -0.061 0.000 -0.119
H -1.3900 -4.3905 -1.8317 0.004 -0.013 0.015
H -1.6224 -3.5454 -4.1394 -0.008 -0.014 -0.004
H -1.6804 -1.7482 -5.7045 -0.012 -0.008 -0.010
```
Positions in Å, forces in eV/Å.


Results for strongest force on any atom: 4.0; 0.6 (in eV/Å, following the order of the records).
Results for calculated total energy: -1591.70723; -2055.20224 (in a.u., following the order of the records).